No. 1
The following is a quantum chemistry calculation of an isolated molecule of C5H4N2O4, from the Open Molecules 2025 dataset.

Structure (XYZ):
```
15
Properties=species:S:1:pos:R:3:mulliken_charge:R:1
C 0.306 0.941 -0.873 -0.85
C 1.209 1.066 0.157 0.78
C 1.024 0.059 1.199 0.38
C -0.022 -0.590 0.615 0.07
C -1.658 -0.757 -1.200 0.30
N -0.480 -0.124 -0.555 0.15
N -2.122 -1.790 -0.408 -0.05
O -2.231 -0.236 -2.134 -0.57
O -1.368 -2.255 0.660 -0.41
O 2.289 1.837 0.267 -0.51
O 1.587 -0.198 2.369 -0.57
H 0.254 1.515 -1.852 0.31
H -2.596 -2.485 -1.105 0.31
H 2.311 2.609 -0.269 0.32
H 1.497 0.409 3.130 0.35
```

Calculated values
* lowest unoccupied orbital energy (spin up / spin down): -1.45 / -1.45 eV
* relative energy (zero: lowest compared OMol25 entry of this formula, charge and spin): 6.4363 eV
* Kohn-Sham gap (spin up / spin down): 7.4980 / 7.4964 eV
* total charge: 0
* HOMO (spin up / spin down): -8.9 / -8.9 eV

***

No. 2
The following is a quantum chemistry calculation of an isolated molecule of C8H12N2, from the Open Molecules 2025 dataset.

Structure (XYZ):
```
22
Properties=species:S:1:pos:R:3:mulliken_charge:R:1
C 0.457 0.645 2.893 -1.07
C -0.695 0.914 1.907 -0.57
C -0.275 0.559 0.526 0.22
N 0.293 1.531 -0.177 -0.59
C 0.644 1.260 -1.409 -0.40
C 0.519 -0.006 -1.990 0.69
C 0.888 -0.221 -3.457 -1.07
N -0.007 -1.006 -1.296 -0.56
C -0.402 -0.711 -0.058 1.03
C -1.120 -1.856 0.654 -1.18
H 0.216 0.894 3.924 0.35
H 1.347 1.199 2.543 0.32
H 0.702 -0.442 2.873 0.26
H -0.977 1.984 1.947 0.32
H -1.572 0.309 2.204 0.23
H 1.087 2.074 -2.021 0.25
H 1.272 0.761 -3.859 0.30
H -0.042 -0.447 -4.030 0.27
H 1.596 -1.034 -3.631 0.30
H -0.588 -2.126 1.589 0.25
H -2.146 -1.553 0.921 0.33
H -1.199 -2.727 -0.053 0.33
```

Calculated values
* lowest unoccupied orbital energy: 0.84 eV
* relative energy (zero: lowest compared OMol25 entry of this formula, charge and spin): 0.2747 eV
* structure (SMILES): CCc1ncc(C)nc1C
* Kohn-Sham gap: 9.9549 eV
* total charge: 0
* HOMO: -9.1 eV

***

No. 3
The following is a quantum chemistry calculation of a structure of composition C35H46N6O3P2Pt, from the Open Molecules 2025 dataset.

Structure (XYZ):
```
93
Properties=species:S:1:pos:R:3:mulliken_charge:R:1
Pt 0.495 -0.191 3.367 0.61
C -0.739 1.691 2.991 -0.74
C -1.059 0.653 2.086 -0.42
C -0.601 0.613 0.641 -0.46
C 0.724 -0.146 0.396 -0.69
C 1.693 -0.105 1.551 0.41
C 2.019 1.077 2.271 -1.17
C 1.491 2.447 1.957 -0.65
C 0.183 2.828 2.709 -1.01
C 1.993 -1.217 4.307 -1.28
H -1.434 1.865 3.815 0.59
H -1.978 0.097 2.303 0.58
H -0.545 1.629 0.222 0.19
H -1.387 0.088 0.078 0.47
H 0.477 -1.206 0.228 0.40
H 1.207 0.211 -0.525 -0.11
H 2.420 -0.922 1.606 0.61
H 2.921 1.042 2.892 0.41
H 1.354 2.570 0.873 0.31
H 2.260 3.173 2.265 0.45
H 0.463 3.269 3.678 0.36
H -0.344 3.625 2.160 0.36
H 1.956 -1.040 5.394 0.25
H 2.981 -0.935 3.914 0.47
H 1.795 -2.284 4.114 0.32
P 1.743 -1.197 -4.944 -0.04
P -1.231 -0.672 -4.576 -0.23
N 3.202 -0.241 -4.892 0.34
N 2.513 -2.467 -5.999 0.32
N -1.517 1.048 -4.380 0.47
N -2.915 -1.045 -5.001 0.34
C 0.914 -0.271 -6.333 -0.64
C -0.593 -0.582 -6.332 -1.04
C 3.570 0.411 -3.705 -0.38
C 4.600 1.294 -3.988 -0.60
C 4.880 1.196 -5.395 -0.65
C 4.002 0.257 -5.928 -0.13
C 2.687 -3.771 -5.522 -0.45
C 3.144 -4.579 -6.559 -0.60
C 3.256 -3.753 -7.724 -0.77
C 2.872 -2.467 -7.348 -0.11
C -1.353 1.645 -3.123 -0.40
C -1.479 3.016 -3.262 -0.38
C -1.717 3.288 -4.646 -1.04
C -1.739 2.068 -5.307 -0.15
C -3.837 -0.352 -5.796 -0.10
C -4.923 -1.184 -6.055 -0.62
C -4.651 -2.448 -5.424 -0.54
C -3.417 -2.342 -4.801 -0.44
H 1.339 -0.512 -7.319 0.43
H 1.089 0.804 -6.162 0.47
H -1.133 0.151 -6.949 0.40
H -0.786 -1.571 -6.780 0.52
H 3.052 0.167 -2.793 0.35
H 5.090 1.940 -3.280 0.42
H 5.625 1.751 -5.942 0.44
H 3.890 -0.093 -6.940 0.23
H 2.464 -3.993 -4.491 0.41
H 3.368 -5.634 -6.494 0.40
H 3.570 -4.058 -8.713 0.43
H 2.829 -1.569 -7.947 0.32
H -1.163 1.017 -2.264 0.25
H -1.409 3.743 -2.464 0.45
H -1.853 4.257 -5.106 0.43
H -1.900 1.854 -6.355 0.42
H -3.659 0.665 -6.100 0.28
H -5.800 -0.926 -6.629 0.44
H -5.284 -3.321 -5.440 0.41
H -2.838 -3.049 -4.232 0.36
C -3.036 1.005 9.182 -1.29
C -2.418 1.101 7.796 -1.05
C -1.319 0.044 7.472 2.35
C -0.211 0.014 8.570 -1.08
C 0.417 1.356 8.894 -1.16
C -1.964 -1.358 7.425 -0.12
O -2.448 -1.914 8.403 -0.66
N -2.019 -2.003 6.201 -0.01
C -1.368 -1.671 5.009 0.44
O -1.416 -2.397 4.020 -0.61
N -0.680 -0.477 5.054 -0.41
C -0.677 0.403 6.100 -0.06
O -0.125 1.507 5.953 -0.64
H -3.438 0.003 9.356 0.31
H -3.857 1.725 9.256 0.41
H -2.313 1.234 9.972 0.26
H -3.207 0.983 7.038 0.47
H -1.982 2.098 7.646 0.45
H -0.637 -0.437 9.477 0.49
H 0.569 -0.676 8.214 0.44
H -0.282 2.022 9.410 0.25
H 1.282 1.199 9.546 0.42
H 0.750 1.838 7.970 0.24
H -2.472 -2.909 6.187 0.31
```

Calculated values
* lowest unoccupied orbital energy (spin up / spin down): 0.20 / -2.88 eV
* relative energy (zero: lowest compared OMol25 entry of this formula, charge and spin): 0.0000 eV
* Kohn-Sham gap (spin up / spin down): 5.5657 / 5.5850 eV
* multiplicity: 3
* total charge: 0
* <S²>: 2.010
* HOMO (spin up / spin down): -5.4 / -8.5 eV

***

No. 4
The following is a quantum chemistry calculation of a structure of composition C10H14MnN3OS3, from the Open Molecules 2025 dataset.

Structure (XYZ):
```
32
Properties=species:S:1:pos:R:3:mulliken_charge:R:1
Mn 0.511 0.218 0.241 0.38
C 2.679 -1.984 -0.885 -0.65
C 2.003 -1.328 -2.097 -0.76
S 0.256 -0.865 -1.836 -0.05
C -0.517 -2.476 -1.451 -0.62
C -1.412 -2.374 -0.241 -0.71
S -0.593 -1.601 1.190 0.09
C 0.692 -2.825 1.580 -0.71
C 2.019 -2.150 1.872 -0.72
S 2.504 -0.943 0.609 0.03
H 3.740 -2.118 -1.090 0.49
H 2.261 -2.970 -0.687 0.35
H 2.071 -1.970 -2.975 0.48
H 2.492 -0.386 -2.349 0.47
H 0.269 -3.215 -1.304 0.30
H -1.091 -2.787 -2.324 0.48
H -1.816 -3.346 0.041 0.46
H -2.261 -1.718 -0.442 0.44
H 0.786 -3.522 0.749 0.34
H 0.367 -3.404 2.444 0.49
H 2.813 -2.885 2.003 0.44
H 1.973 -1.569 2.794 0.45
N -2.301 2.738 2.086 -0.37
C -1.124 2.386 1.563 1.18
O -1.018 1.237 1.011 -0.75
C -0.007 3.252 1.632 -0.10
C 1.031 2.689 0.922 0.53
N 1.665 1.937 0.286 -0.79
C -0.022 4.510 2.275 -0.17
N -0.064 5.509 2.845 -0.41
H -3.071 2.095 2.032 0.24
H -2.431 3.639 2.515 0.21
```

Calculated values
* lowest unoccupied orbital energy (spin up / spin down): -3.74 / -3.63 eV
* Kohn-Sham gap (spin up / spin down): 7.6610 / 7.7493 eV
* multiplicity: 2
* total charge: +1
* <S²>: 0.777
* HOMO (spin up / spin down): -11.4 / -11.4 eV

***

No. 5
The following is a quantum chemistry calculation of a structure of composition C26H55ClLuN2O3P2, from the Open Molecules 2025 dataset.

Structure (XYZ):
```
90
Properties=species:S:1:pos:R:3:mulliken_charge:R:1
Lu -0.088 -1.139 0.350 -0.29
P -2.289 -1.320 -0.525 -0.87
C -3.312 -2.685 0.288 1.20
C -3.434 0.153 -0.498 0.65
C -2.143 -1.934 -2.291 0.67
C -3.045 -2.867 1.776 -1.52
H -2.938 -3.578 -0.214 0.58
C -4.816 -2.583 0.049 -1.97
H -5.280 -1.867 0.724 0.29
H -5.272 -3.553 0.252 0.51
H -5.086 -2.307 -0.964 0.34
H -2.140 -3.435 1.950 0.26
H -3.876 -3.416 2.222 0.60
H -2.961 -1.917 2.299 0.13
H -1.646 -2.889 -2.108 0.60
C -1.212 -1.094 -3.158 -0.39
C -3.450 -2.204 -3.020 -1.83
H -3.946 -3.103 -2.668 0.34
H -3.247 -2.344 -4.083 0.51
H -4.146 -1.370 -2.936 0.25
H -0.565 -0.451 -2.568 -0.63
H -1.761 -0.473 -3.860 0.40
H -0.573 -1.756 -3.744 0.34
C -3.577 0.680 0.926 -1.97
H -4.401 -0.242 -0.810 0.68
C -3.056 1.262 -1.471 -1.27
H -4.145 0.009 1.563 0.52
H -4.103 1.636 0.906 0.56
H -2.607 0.838 1.384 0.88
H -1.997 1.491 -1.439 0.64
H -3.599 2.170 -1.205 0.49
H -3.327 1.013 -2.493 0.57
Cl -0.107 1.180 0.428 0.33
H -0.691 -1.555 1.805 -0.08
H 0.529 -1.463 -1.122 -0.58
P 2.116 -1.338 1.213 0.19
C 3.194 -2.557 0.250 0.70
C 3.202 0.171 1.371 0.55
C 1.990 -2.163 2.892 0.83
C 2.926 -2.584 -1.249 -1.50
H 2.862 -3.516 0.650 0.65
C 4.693 -2.416 0.496 -1.89
H 5.120 -1.603 -0.087 0.31
H 5.191 -3.332 0.176 0.48
H 4.959 -2.254 1.535 0.36
H 2.004 -3.104 -1.478 0.37
H 3.741 -3.113 -1.745 0.52
H 2.874 -1.586 -1.678 0.13
H 1.541 -3.112 2.592 0.46
C 1.014 -1.477 3.842 -1.45
C 3.302 -2.457 3.603 -1.84
H 3.858 -3.265 3.138 0.33
H 3.094 -2.761 4.629 0.52
H 3.946 -1.580 3.655 0.29
H 0.420 -0.715 3.346 0.19
H 1.524 -1.016 4.683 0.47
H 0.327 -2.220 4.248 0.36
C 3.352 0.853 0.015 -1.94
H 4.179 -0.218 1.661 0.98
C 2.762 1.153 2.448 -1.79
H 4.106 0.381 -0.608 0.29
H 3.654 1.890 0.163 0.60
H 2.414 0.849 -0.531 0.29
H 1.727 1.452 2.331 0.16
H 3.376 2.052 2.382 0.62
H 2.895 0.745 3.445 0.29
C 1.053 5.061 -2.669 -1.29
C 0.157 3.796 -2.747 -0.80
C -0.021 2.947 -1.434 2.60
C 0.762 3.792 -0.166 -1.30
C 2.145 4.247 0.315 -1.53
C -1.403 3.324 -0.642 -0.17
O -1.814 4.480 -0.602 -0.74
N -1.991 2.362 0.232 -0.07
C -1.732 0.539 -0.016 -0.08
O -1.454 -0.218 1.263 -0.86
N -0.572 -0.183 -0.932 -0.86
C 0.220 1.157 -1.838 -0.69
O 1.221 0.906 -2.499 -0.55
H 0.665 5.839 -1.978 0.27
H 1.146 5.547 -3.657 0.44
H 2.082 4.771 -2.379 0.26
H -0.835 4.079 -3.152 0.37
H 0.659 3.164 -3.503 0.33
H 0.350 4.826 -0.171 0.51
H 0.407 3.455 0.839 0.41
H 2.716 4.889 -0.368 0.28
H 1.988 4.887 1.227 0.38
H 2.722 3.465 0.754 0.23
H -2.529 2.825 0.988 0.36
```

Calculated values
* lowest unoccupied orbital energy (spin up / spin down): 2.56 / 2.56 eV
* Kohn-Sham gap (spin up / spin down): 5.0846 / 5.0852 eV
* total charge: -1
* HOMO (spin up / spin down): -2.5 / -2.5 eV

***

No. 6
The following is a quantum chemistry calculation of a structure of composition C27H31N5O2SV, from the Open Molecules 2025 dataset.

Structure (XYZ):
```
67
Properties=species:S:1:pos:R:3:mulliken_charge:R:1
V 0.371 0.145 0.342 0.37
C 2.478 1.083 -1.679 -1.49
N 0.996 1.195 -1.508 0.60
C 0.715 2.673 -1.496 -0.90
C -0.615 3.098 -0.903 -0.92
C -0.650 3.006 0.621 -0.78
N -0.895 1.614 1.028 0.59
C -1.934 1.365 1.752 -0.30
C -2.411 0.046 2.103 0.80
C -3.360 -0.127 3.111 -0.64
C -3.827 -1.393 3.401 -0.93
C -3.382 -2.482 2.650 -0.60
C -2.457 -2.324 1.627 -0.83
C -1.965 -1.063 1.382 0.28
O -1.040 -0.820 0.406 -0.09
C 0.354 0.541 -2.710 -0.89
C -0.195 -0.863 -2.461 -0.47
C 0.776 -1.877 -1.858 -1.19
N 1.315 -1.411 -0.556 0.43
C 2.334 -1.998 -0.040 -0.30
C 3.060 -1.525 1.125 0.87
C 4.092 -2.302 1.656 -0.92
C 4.860 -1.823 2.698 -0.91
C 4.623 -0.543 3.193 -0.59
C 3.613 0.252 2.669 -0.62
C 2.834 -0.250 1.656 0.23
O 1.818 0.495 1.108 -0.03
H 2.772 1.659 -2.557 0.54
H 2.772 0.051 -1.831 0.41
H 2.990 1.482 -0.809 0.34
H 0.804 3.027 -2.524 0.47
H 1.518 3.143 -0.927 0.46
H -1.442 2.521 -1.325 0.31
H -0.781 4.137 -1.190 0.47
H -1.423 3.656 1.025 0.57
H 0.308 3.329 1.034 0.22
H -2.520 2.209 2.114 0.40
H -3.712 0.733 3.669 0.51
H -4.547 -1.540 4.194 0.48
H -3.772 -3.470 2.860 0.48
H -2.122 -3.162 1.029 0.54
H 1.103 0.516 -3.502 0.40
H -0.459 1.175 -3.058 0.54
H -0.531 -1.258 -3.420 0.60
H -1.089 -0.796 -1.841 0.06
H 1.608 -2.065 -2.538 0.55
H 0.253 -2.821 -1.712 0.44
H 2.732 -2.886 -0.532 0.52
H 4.281 -3.286 1.243 0.50
H 5.651 -2.430 3.116 0.46
H 5.236 -0.154 3.995 0.48
H 3.433 1.251 3.042 0.53
N 0.395 -1.030 8.163 -0.35
C -0.203 -0.086 7.423 -0.21
S -1.182 1.087 8.011 -0.28
C 0.040 -0.185 5.949 0.57
C 0.293 0.962 5.201 -0.70
C 0.421 0.847 3.835 -0.71
N 0.296 -0.310 3.170 0.67
C 0.083 -1.407 3.897 -0.83
C -0.042 -1.395 5.277 -0.81
H 0.256 -1.022 9.161 0.23
H 1.047 -1.690 7.774 0.21
H 0.358 1.924 5.692 0.52
H 0.622 1.731 3.238 0.52
H -0.016 -2.339 3.350 0.61
H -0.257 -2.315 5.806 0.50
```

Calculated values
* lowest unoccupied orbital energy (spin up / spin down): -7.01 / -6.71 eV
* Kohn-Sham gap (spin up / spin down): 5.6778 / 5.9775 eV
* multiplicity: 2
* total charge: +2
* <S²>: 0.760
* HOMO (spin up / spin down): -12.7 / -12.7 eV

***

We obtain maximum force values of 4.3, 1.6, 3.8, 1.4, 19.5, 2.9 eV/Å for the records listed above, in that order.
We obtain E values of -16413.4575, -11470.9632, -73945.4862, -80933.9967, -101665.3949, -76558.7552 eV for the records listed above, in that order.